DFT (the ωB97M-V functional and the def2-TZVPD basis) results for one molecule with the formula C12H20N2O2S.

SMILES string	CCCCN(c1ccccc1)S(=O)(=O)N(C)C
2S+1	1
energy above the lowest of the compared OMol25 structures with the same formula, charge and spin	92.9	kJ/mol
net charge	0
DFT total energy	-1127.40798	a.u.

CARTESIAN COORDINATES (ANGSTROEM)
C 1.7293 3.8651 0.7329
C 0.9376 2.6720 1.2558
C -0.3672 2.4819 0.4857
C -1.1057 1.2010 0.8903
N -0.6353 0.0244 0.1800
C -0.8894 -0.1150 -1.1901
C -1.7835 0.7346 -1.8480
C -2.0087 0.6141 -3.2072
C -1.3554 -0.3510 -3.9511
C -0.4744 -1.2021 -3.3078
C -0.2364 -1.0859 -1.9507
S -0.0265 -1.1638 1.1777
O -0.7269 -1.0996 2.4213
O 0.0271 -2.4263 0.5108
N 1.5316 -0.5789 1.4693
C 2.1064 -1.1534 2.6689
C 2.3835 -0.7007 0.3074
H 1.1432 4.7784 0.8123
H 2.6453 3.9962 1.3037
H 1.9944 3.7205 -0.3124
H 0.7085 2.8231 2.3127
H 1.5349 1.7647 1.1756
H -1.0213 3.3366 0.6722
H -0.1564 2.4529 -0.5851
H -2.1854 1.3096 0.7447
H -0.9395 0.9948 1.9464
H -2.3180 1.4985 -1.3091
H -2.7066 1.2866 -3.6843
H -1.5324 -0.4402 -5.0119
H 0.0431 -1.9678 -3.8664
H 0.4321 -1.7793 -1.4743
H 2.4037 -2.1974 2.5208
H 1.3513 -1.1044 3.4483
H 2.9762 -0.5648 2.9604
H 1.9111 -0.1789 -0.5217
H 3.3449 -0.2354 0.5237
H 2.5435 -1.7489 0.0302

Cartesian forces, eV/Å:
-0.084 -0.192 0.173
-0.027 0.223 -0.318
0.078 -0.257 0.221
-0.117 0.677 0.209
0.360 -0.671 0.742
0.017 -0.368 -0.794
0.010 0.012 0.341
0.031 -0.052 -0.109
-0.060 0.023 -0.065
0.001 0.050 0.022
0.034 -0.063 -0.153
0.308 0.361 0.087
0.061 0.102 0.124
0.010 0.062 -0.276
-1.043 -0.307 -0.061
-0.050 -0.194 0.381
0.064 -0.022 -0.312
-0.017 0.143 -0.025
0.117 0.089 0.008
0.046 0.028 -0.122
0.010 -0.099 0.083
-0.004 0.023 0.086
-0.040 0.048 -0.073
-0.050 0.096 -0.056
0.083 -0.111 0.061
-0.203 0.259 -0.052
-0.018 0.092 0.089
-0.047 0.057 -0.018
-0.018 -0.008 -0.088
0.048 -0.075 -0.031
0.081 -0.013 -0.081
0.071 -0.010 0.046
0.186 -0.029 0.175
-0.012 -0.002 -0.026
0.142 0.048 -0.162
-0.043 0.046 0.003
0.074 0.033 -0.032